C38H63N6O4P | ωB97M-V/def2-TZVPD

XYZ file:
```
112
Properties=species:S:1:pos:R:3:lowdin_charge:R:1
C 2.42912 -1.82578 2.28018 -0.106
C 2.66656 -2.15355 0.79475 -0.248
C 1.42562 -2.80221 0.14564 -0.159
C 0.66804 -1.77598 -0.69416 -0.156
O -0.74916 -1.93385 -0.47067 -0.007
C -1.44491 -0.78511 -0.58488 -0.158
C -2.20315 -0.29348 0.40348 -0.152
O -2.34782 -0.89002 1.61217 -0.018
C -1.35772 -0.49873 2.58112 -0.211
C -1.92003 0.47024 3.59935 -0.057
C -2.94848 0.97386 0.11252 -0.316
O -4.06284 1.19258 0.52925 0.110
C -2.22281 1.94791 -0.76689 -0.304
P -2.41436 3.74494 -0.52252 0.935
C -0.67914 4.29358 -0.72205 -0.322
C -2.67393 3.92495 1.28516 -0.276
C -1.47259 1.44102 -1.75611 -0.012
C -1.40488 -0.03462 -1.89320 -0.317
O -1.34357 -0.61782 -2.95083 0.130
H 1.69992 -2.51374 2.70983 0.052
H 2.01944 -0.81899 2.39666 0.060
H 3.35371 -1.86534 2.85582 0.066
H 2.92150 -1.22546 0.27738 0.099
H 3.53470 -2.80637 0.69454 0.071
H 1.74742 -3.62399 -0.49748 0.107
H 0.77486 -3.22988 0.90594 0.110
H 0.87600 -1.87683 -1.76248 0.129
H 0.96009 -0.76307 -0.39622 0.125
H -1.01082 -1.41312 3.06767 0.106
H -0.49168 -0.07486 2.06261 0.123
H -2.92140 0.15057 3.89537 0.089
H -1.98839 1.48885 3.21669 0.063
H -1.28467 0.47927 4.48700 0.056
H 0.01902 3.67874 -0.14812 0.048
H -0.41914 4.22815 -1.77805 0.016
H -0.61841 5.32867 -0.39586 0.005
H -1.75038 4.20966 1.79350 0.047
H -3.00724 2.98565 1.72716 0.003
H -3.45044 4.65639 1.48693 -0.007
H -0.90807 2.05292 -2.44907 0.109
C -1.44339 -2.64854 5.82351 -0.098
C -0.06893 -3.30152 5.73711 -0.252
C 1.01335 -2.51251 6.48346 -0.186
C 1.21721 -1.18624 5.90373 -0.231
N 1.36946 -0.14269 5.45043 0.160
H -1.44238 -1.65867 5.36492 0.043
H -2.18848 -3.25242 5.30627 0.080
H -1.76104 -2.53906 6.86214 0.080
H 0.22243 -3.41494 4.69104 0.098
H -0.11143 -4.30485 6.16383 0.109
H 1.96191 -3.05077 6.45237 0.118
H 0.74457 -2.39798 7.53511 0.120
C -6.23737 2.88519 2.58535 -0.105
C -7.40028 3.85825 2.74908 -0.258
C -7.31256 5.05156 1.79090 -0.190
C -6.12277 5.86328 2.03822 -0.232
N -5.15486 6.45304 2.21924 0.152
H -5.28545 3.36689 2.81373 0.060
H -6.34946 2.03630 3.25943 0.076
H -6.18054 2.49754 1.56711 0.070
H -7.43894 4.22076 3.77802 0.110
H -8.34265 3.34151 2.55895 0.106
H -8.19372 5.68770 1.88865 0.115
H -7.28324 4.70139 0.75740 0.122
C 2.78589 6.54907 -3.45640 -0.107
C 1.68785 6.84695 -4.47127 -0.269
C 0.74646 7.96675 -4.01972 -0.195
C 0.00149 7.60389 -2.81696 -0.217
N -0.60647 7.32059 -1.88535 0.160
H 2.36871 6.20649 -2.50758 0.068
H 3.45125 5.76965 -3.82781 0.071
H 3.38814 7.43788 -3.25899 0.076
H 1.10752 5.94257 -4.66509 0.096
H 2.13078 7.14553 -5.42163 0.104
H 0.03117 8.18360 -4.81328 0.079
H 1.30745 8.88437 -3.83379 0.123
C 6.67831 -6.49673 -0.82442 -0.134
C 6.89234 -5.14110 -0.16132 -0.259
C 6.37110 -5.10341 1.27962 -0.189
C 4.92706 -5.32093 1.34919 -0.227
N 3.79451 -5.50270 1.39922 0.167
H 5.62081 -6.73774 -0.89843 0.040
H 7.08589 -6.50194 -1.83386 0.073
H 7.16787 -7.29343 -0.26233 0.074
H 6.40146 -4.36129 -0.74706 0.109
H 7.95620 -4.89717 -0.14008 0.106
H 6.59642 -4.14086 1.74247 0.116
H 6.86519 -5.86990 1.87956 0.121
C 2.32807 -8.76008 0.40937 -0.112
C 2.14540 -9.84127 -0.64942 -0.261
C 3.43122 -10.63002 -0.92231 -0.191
C 4.49078 -9.78232 -1.46565 -0.214
N 5.32260 -9.10429 -1.87284 0.165
H 3.05617 -8.01012 0.09901 0.049
H 1.38829 -8.24251 0.59773 0.074
H 2.66875 -9.18994 1.35356 0.077
H 1.79103 -9.39264 -1.57901 0.112
H 1.37933 -10.54849 -0.32660 0.106
H 3.23975 -11.43634 -1.63208 0.117
H 3.79251 -11.09339 -0.00238 0.120
C -1.72345 4.11307 -6.10711 -0.101
C -2.78246 5.20820 -6.07055 -0.254
C -2.65556 6.20196 -7.23248 -0.186
C -1.39231 6.93543 -7.18748 -0.215
N -0.39255 7.49872 -7.15407 0.164
H -0.71867 4.53020 -6.01726 0.060
H -1.86888 3.41313 -5.28467 0.068
H -1.77270 3.54874 -7.04010 0.079
H -2.72408 5.74713 -5.12305 0.110
H -3.77562 4.75954 -6.11793 0.109
H -3.47262 6.92427 -7.20161 0.119
H -2.72383 5.68249 -8.18995 0.122
```

HOMO-LUMO gap, eV: 7.507
Energy above the lowest of the compared OMol25 structures with the same formula, charge and spin, eV: 0.000
SMILES: CCCCOC1=C(OCC)C(=O)C(P(C)C)=CC1=O.CCCC#N.CCCC#N.CCCC#N.CCCC#N.CCCC#N.CCCC#N
E_tot, hartree: -2456.4779
Strongest force on any atom, eV Å⁻¹: 0.88
E_HOMO, eV: -8.06

C23H48IrNOP3S | ωB97M-V/def2-TZVPD

XYZ file:
```
78
Properties=species:S:1:pos:R:3:lowdin_spin:R:1
Ir -0.05880 -0.27343 -0.01270 1.691
P -0.02275 -1.48740 -1.88305 0.154
P -0.06890 1.63691 -1.31105 0.207
P -1.11231 -2.09010 0.88452 0.195
H -3.93724 1.70020 3.16211 0.011
C -3.31231 0.83192 3.41141 0.397
C -2.15163 0.94959 4.11097 0.350
H -1.91004 1.85758 4.67980 0.015
C -1.57970 -1.74003 -2.77144 0.031
C 1.12235 -1.02708 -3.22804 0.030
C 0.58414 -3.20898 -1.63008 0.026
C -0.25345 3.28910 -0.53250 0.056
C 1.50158 2.06080 -2.19448 0.040
C -1.35570 1.65761 -2.61265 0.026
C -1.72556 -1.46334 2.44355 0.096
C 0.00980 -3.39133 1.51841 0.041
C -2.58158 -2.89676 0.16787 0.018
H -3.83713 -0.13032 3.37850 0.009
H -1.62098 0.04525 4.41952 0.013
H -1.33167 -2.04041 -3.79388 0.005
H -2.17028 -0.82545 -2.81051 0.002
H -2.17759 -2.52852 -2.31673 0.000
H 1.18780 -1.88265 -3.90983 0.006
H 2.12405 -0.83016 -2.83216 0.001
H 0.75749 -0.16969 -3.79860 0.000
H 1.01636 -3.55703 -2.57753 0.005
H -0.22511 -3.89615 -1.35003 0.000
H 1.37567 -3.23696 -0.86860 0.002
H 0.17319 4.07697 -1.16559 0.006
H 0.25111 3.28510 0.43346 0.008
H -1.31551 3.50403 -0.38485 0.002
H 1.36268 3.00254 -2.74303 0.006
H 1.84267 1.30250 -2.90374 0.000
H 2.28499 2.22736 -1.44476 0.000
H -1.50795 2.68402 -2.97802 0.003
H -2.29681 1.29874 -2.18219 0.005
H -1.08374 1.02308 -3.46499 0.000
H -2.14578 -2.27048 3.05229 0.011
H -2.49838 -0.73561 2.20908 0.019
H -0.91176 -0.96202 2.96821 0.008
H -0.42369 -3.84202 2.42173 0.006
H 0.97275 -2.93182 1.78495 0.001
H 0.17965 -4.17845 0.77946 0.001
H -3.18568 -3.33273 0.97482 0.003
H -2.29821 -3.69659 -0.52793 0.000
H -3.18388 -2.14562 -0.35530 0.003
C -2.93818 3.42614 1.41211 0.218
C -3.72657 2.54494 0.62985 0.111
C -4.69124 3.03080 -0.24407 0.049
C -4.90303 4.40003 -0.33063 0.265
C -4.15007 5.27747 0.47212 0.076
C -3.17849 4.80898 1.35191 0.049
S -1.61464 2.77338 2.31833 0.391
H -0.91190 3.71872 2.89334 0.020
H -3.53803 1.47227 0.70673 0.010
H -5.25884 2.31890 -0.85605 -0.001
H -5.66051 4.78464 -1.02440 0.009
H -4.32047 6.35732 0.41172 0.001
H -2.58951 5.48244 1.96918 -0.001
O 1.67810 -0.36296 1.28924 0.230
C 2.87448 -0.58832 0.92217 0.023
C 3.80718 -1.34655 1.82207 0.006
C 4.31312 -2.63621 1.17983 0.002
C 5.50420 -2.44642 0.24759 0.000
C 5.19749 -1.63487 -1.01381 0.001
C 4.73002 -0.21399 -0.70673 0.002
N 3.32182 -0.16097 -0.26364 0.024
H 4.63567 -0.67948 2.07110 0.001
H 3.25320 -1.58361 2.73616 0.000
H 4.59874 -3.32866 1.97834 0.000
H 3.49964 -3.13670 0.63385 0.000
H 6.31438 -1.94903 0.79721 0.000
H 5.86475 -3.43363 -0.06316 0.000
H 6.11534 -1.53998 -1.60825 0.000
H 4.44549 -2.14539 -1.63749 0.000
H 5.35966 0.23722 0.07760 0.001
H 4.80786 0.41643 -1.60348 0.000
H 2.69821 0.47492 -0.78513 0.003
```

2S+1: 6
HOMO-LUMO gap (alpha / beta), eV: 4.723 / 3.835
Energy above the lowest of the compared OMol25 structures with the same formula, charge and spin, eV: 0.255
E_tot, hartree: -2560.0723
Strongest force on any atom, eV Å⁻¹: 3.51
Net charge: +4
E_HOMO (alpha / beta), eV: -17.27 / -20.06

C2H3OP | ωB97M-V/def2-TZVPD

XYZ file:
```
7
Properties=species:S:1:pos:R:3:lowdin_spin:R:1
C -0.12647 0.09058 -0.01305 0.062
C 1.14459 -0.30397 0.10217 0.454
O 3.70852 -0.46324 -0.68350 0.577
P 3.23055 0.35743 0.42719 0.853
H -0.78226 -0.68762 -0.17041 0.018
H 1.34370 -1.29941 0.08057 0.030
H -0.39638 1.04949 -0.35904 0.006
```

2S+1: 3
HOMO-LUMO gap (alpha / beta), eV: 7.772 / 8.187
Energy above the lowest of the compared OMol25 structures with the same formula, charge and spin, eV: 0.000
E_tot, hartree: -494.4396
Strongest force on any atom, eV Å⁻¹: 3.89
E_HOMO (alpha / beta), eV: -7.26 / -10.85

CH3NO3S | ωB97M-V/def2-TZVPD

XYZ file:
```
9
Properties=species:S:1:pos:R:3:lowdin_charge:R:1
C 1.25018 -1.11801 -0.05819 -0.365
N 0.75928 0.16506 0.21210 -0.161
O 0.58448 -1.95876 -0.69132 -0.023
O -0.98942 1.62636 0.74345 -0.068
O -1.22625 0.70847 -1.55596 -0.268
S -0.73601 0.41192 -0.26489 0.831
H 2.26946 -1.15950 0.28090 0.114
H -0.22410 1.57387 0.89969 -0.170
H -1.68761 -0.24942 0.43422 0.110
```

HOMO-LUMO gap, eV: 11.014
Energy above the lowest of the compared OMol25 structures with the same formula, charge and spin, eV: 4.189
E_tot, hartree: -718.4171
Strongest force on any atom, eV Å⁻¹: 19.02
E_HOMO, eV: -10.72

C20H34BN6O5 | ωB97M-V/def2-TZVPD

XYZ file:
```
66
Properties=species:S:1:pos:R:3:lowdin_charge:R:1
C 3.25789 -2.11427 2.28912 0.011
C 4.49527 -1.38310 1.82537 -0.521
O 4.90128 -0.42660 2.43489 0.101
N 5.10378 -1.88636 0.63019 -0.119
C 6.18994 -2.82743 1.05581 -0.028
C 5.66086 -0.80264 -0.19492 -0.196
C 4.59315 -0.11092 -1.02904 -0.169
C 3.78229 0.95296 -0.27092 -0.162
C 2.51245 1.35974 -1.05503 -0.098
C 1.25720 1.01868 -0.29485 -0.168
N 1.11818 1.64716 0.83635 0.189
N 0.02964 1.36424 1.53965 0.124
C -0.90137 0.50755 1.16985 -0.149
C -2.07251 0.30981 2.10280 -0.069
C -1.67426 0.18654 3.56248 -0.224
N -1.99260 -0.76158 4.32450 0.141
C -0.82790 -0.17471 -0.03624 0.064
B -1.98261 -1.17725 -0.55661 -0.550
O -3.04258 -0.57093 -1.17270 0.166
N -1.92547 -2.61343 -0.39761 -0.074
C -1.30733 -3.03378 0.87068 -0.058
C -1.38192 -3.33418 -1.56873 -0.047
C 0.29847 0.08638 -0.79260 -0.097
N 0.46283 -0.53579 -2.03431 0.221
C 1.22035 -1.50488 -2.10163 -0.261
O 1.87060 -2.44837 -2.15860 0.258
H 3.04172 -2.97559 1.66522 0.078
H 2.41698 -1.42412 2.28412 0.069
H 3.42000 -2.43280 3.31612 0.091
H 6.10284 -3.75671 0.50367 0.086
H 7.16366 -2.37138 0.90263 0.090
H 6.10980 -3.03043 2.12137 0.092
H 6.20279 -0.06063 0.39764 0.128
H 6.37509 -1.25754 -0.87597 0.122
H 5.04025 0.37422 -1.89578 0.122
H 3.90543 -0.87090 -1.40217 0.093
H 4.43057 1.81733 -0.15127 0.124
H 3.52503 0.63096 0.73253 0.085
H 2.50790 0.91331 -2.04112 0.109
H 2.49997 2.44197 -1.16968 0.129
H -0.05125 1.87521 2.40912 0.175
H -2.60846 -0.60161 1.85148 0.110
H -2.75895 1.14844 1.96576 0.139
H -1.08998 0.99495 4.00363 0.107
H -2.55965 -1.45644 3.83367 0.060
H -3.74755 -0.37046 -0.52322 0.097
H -1.13963 -4.10708 0.84532 0.097
H -1.99736 -2.84044 1.68872 0.077
H -0.33191 -2.56711 1.05886 0.085
H -2.09134 -4.09460 -1.89420 0.095
H -0.46897 -3.86601 -1.30871 0.086
H -1.21856 -2.68762 -2.42694 0.083
O -5.20481 0.94615 -0.66333 0.089
C -5.10336 2.10262 -0.99449 -0.506
O -6.18355 2.72247 -1.46234 0.024
C -6.23832 4.13222 -1.73368 -0.218
C -5.72272 4.46361 -3.11726 -0.058
C -3.77454 2.82335 -0.97446 0.026
H -5.72464 4.69286 -0.95174 0.114
H -7.29324 4.38546 -1.65891 0.128
H -4.66860 4.20762 -3.22976 0.069
H -5.83994 5.52800 -3.31787 0.087
H -6.27739 3.90289 -3.86871 0.088
H -3.24209 2.58802 -1.89516 0.103
H -3.19683 2.45109 -0.13064 0.067
H -3.85399 3.90189 -0.87036 0.075
```

HOMO-LUMO gap, eV: 7.209
E_tot, hartree: -1511.8528
Strongest force on any atom, eV Å⁻¹: 1.54
Net charge: +1
E_HOMO, eV: -11.61

C17H15BrN2O4Pd | ωB97M-V/def2-TZVPD

XYZ file:
```
40
Properties=species:S:1:pos:R:3:lowdin_charge:R:1
Pd -2.48519 -1.33025 -0.58290 0.784
O 1.46501 2.53635 -2.72050 0.050
C 1.06281 1.56845 -3.59360 -0.276
C 1.71171 1.53005 -4.82380 -0.018
C 1.37211 0.57005 -5.75530 -0.084
C 0.37961 -0.35805 -5.47860 -0.085
C -0.27319 -0.31765 -4.26150 -0.022
C 0.05891 0.63905 -3.31120 -0.107
C -0.72349 0.68455 -2.00120 -0.459
O -1.93169 0.14795 -2.07640 -0.226
N 0.12161 0.04065 -0.93310 0.040
N -0.52239 -0.51295 0.07280 -0.086
C -0.01069 -0.77235 1.22820 -0.169
C -0.75649 -1.44175 2.25430 -0.542
Br -2.30469 -2.50035 1.65290 0.851
C -0.45239 -1.48355 3.56300 -0.092
C 0.60671 -0.71115 4.19440 -0.241
C 0.77141 0.64905 3.93940 -0.043
C 1.77401 1.35925 4.57290 -0.070
C 2.64611 0.71795 5.43790 -0.076
C 2.48131 -0.63175 5.70270 -0.073
C 1.45911 -1.33875 5.10210 -0.030
H 0.81961 2.65785 -2.01390 0.084
H 2.47371 2.26835 -5.02310 0.116
H 1.88491 0.54475 -6.70470 0.103
H 0.11531 -1.11015 -6.20810 0.101
H -1.07479 -1.00595 -4.02830 0.116
H -0.80399 1.75915 -1.68090 0.142
H 1.05591 0.42155 -0.77920 0.155
H 1.02301 -0.51545 1.46110 0.143
H -1.02109 -2.13575 4.20540 0.112
H 0.08631 1.14625 3.26950 0.118
H 1.87731 2.41765 4.39380 0.107
H 3.44061 1.27045 5.91640 0.106
H 3.15491 -1.13325 6.38030 0.107
H 1.32371 -2.39085 5.30230 0.117
O -6.42899 -0.74265 -1.78750 0.011
C -5.23009 -0.81565 -1.66480 -0.597
O -4.54749 -1.66995 -1.03700 -0.185
H -4.59919 -0.01105 -2.18370 0.120
```

HOMO-LUMO gap (alpha / beta), eV: 6.616 / 6.617
E_tot, hartree: -3769.0591
Strongest force on any atom, eV Å⁻¹: 3.86
E_HOMO (alpha / beta), eV: -8.74 / -8.74

Results for M: 698.9; 671.8; 74.0; 109.1; 449.3; 497.6 (in g/mol, following the order of the records).